{"formula": "C23H29N3O5S", "method": "wB97M-V/def2-TZVPD", "symbols": ["C", "O", "C", "C", "C", "C", "N", "C", "C", "O", "N", "C", "C", "C", "C", "C", "C", "C", "O", "C", "N", "C", "O", "C", "C", "C", "C", "S", "C", "C", "O", "C", "H", "H", "H", "H", "H", "H", "H", "H", "H", "H", "H", "H", "H", "H", "H", "H", "H", "H", "H", "H", "H", "H", "H", "H", "H", "H", "H", "H", "H"], "positions_angstrom": [[2.8269, 1.7810, -1.8668], [2.2815, 0.4816, -1.7996], [1.5096, 0.0871, -0.7495], [1.1896, -1.2670, -0.7667], [0.4238, -1.8503, 0.2226], [-0.0505, -1.0641, 1.2615], [-0.8914, -1.6371, 2.2535], [-2.2354, -1.9672, 1.7994], [-2.8044, -0.7792, 1.0166], [-3.2738, 0.1950, 1.5609], [-2.7210, -0.9180, -0.3225], [-3.1247, 0.1180, -1.2533], [-3.9731, -0.4828, -2.3734], [-4.4088, 0.6048, -3.3512], [-3.1926, 1.3171, -3.9351], [-2.3432, 1.9172, -2.8192], [-1.9053, 0.8355, -1.8367], [-0.5887, -1.8004, 3.5633], [-1.3783, -2.2751, 4.3544], [0.8014, -1.3806, 4.0425], [1.8832, -1.5614, 3.1126], [2.6632, -0.5262, 2.7195], [2.5407, 0.5990, 3.1747], [3.6500, -0.8269, 1.6778], [4.4788, 0.0912, 1.0920], [5.2727, -0.4556, 0.0674], [5.0421, -1.7826, -0.1158], [3.8541, -2.3917, 0.9585], [0.2248, 0.2955, 1.2782], [1.0141, 0.8890, 0.3003], [1.3122, 2.2177, 0.3058], [1.0325, 2.9629, 1.4745], [3.4423, 1.7802, -2.7665], [2.0497, 2.5421, -1.9555], [3.4509, 1.9999, -0.9985], [1.5810, -1.8559, -1.5811], [0.2149, -2.9090, 0.1968], [-2.2205, -2.8735, 1.1848], [-2.8385, -2.1394, 2.6948], [-2.2257, -1.7042, -0.7131], [-3.7213, 0.8279, -0.6715], [-4.8470, -0.9776, -1.9456], [-3.3828, -1.2344, -2.9047], [-5.0035, 0.1621, -4.1526], [-5.0367, 1.3287, -2.8280], [-3.5165, 2.1034, -4.6193], [-2.5922, 0.6039, -4.5046], [-1.4632, 2.4066, -3.2409], [-2.9253, 2.6723, -2.2869], [-1.3247, 1.2758, -1.0250], [-1.2675, 0.1081, -2.3463], [0.9859, -1.9384, 4.9678], [0.7771, -0.3133, 4.2901], [2.0327, -2.4799, 2.7265], [4.5004, 1.1199, 1.4038], [5.9819, 0.1098, -0.5098], [5.5017, -2.4481, -0.8194], [-0.1859, 0.8888, 2.0775], [1.4850, 2.4942, 2.3519], [1.4822, 3.9399, 1.3048], [-0.0445, 3.0836, 1.6240]], "smiles": "COc1ccc(N(CC(=O)NC2CCCCC2)C(=O)CNC(=O)c2cccs2)cc1OC", "lumo_energy_ev": 0.29, "spin_multiplicity": 1, "total_energy_ha": -1832.5280, "gap_ev": 8.3, "homo_energy_ha": -0.2960, "e_above_lowest_kcal_mol": 16.2}